The following is a quantum chemistry calculation of 11 unconnected molecules or ions with the total composition C11H44O11 in a non-equilibrium geometry, from the OMol25 dataset.

Summary:
Relative energy (zero: lowest compared OMol25 entry of this formula, charge and spin)   1.656 eV
2S+1   1
F_max   0.0667 hartree/bohr
LUMO energy   0.6858 eV
Kohn-Sham gap   10.6 eV

CARTESIAN COORDINATES (ANGSTROEM)
1 C -1.117 5.224 4.323
2 O -0.924 3.875 4.081
3 H -2.133 5.353 4.757
4 H -0.444 5.493 5.145
5 H -1.085 5.900 3.465
6 H -1.740 3.482 3.798
7 C -3.620 1.372 4.122
8 O -2.963 2.037 3.052
9 H -2.886 1.031 4.880
10 H -4.272 2.051 4.547
11 H -4.228 0.479 3.839
12 H -2.329 1.400 2.655
13 C 2.674 0.003 -0.057
14 O 2.763 0.317 1.317
15 H 2.475 -1.044 -0.230
16 H 1.900 0.542 -0.615
17 H 3.595 0.295 -0.512
18 H 2.526 1.264 1.453
19 C 1.818 -4.476 -1.991
20 O 1.274 -4.079 -0.801
21 H 2.421 -5.404 -1.872
22 H 1.020 -4.852 -2.665
23 H 2.328 -3.748 -2.629
24 H 0.806 -3.281 -0.970
25 C -1.339 -3.211 -3.915
26 O -0.596 -2.087 -3.366
27 H -1.380 -4.002 -3.155
28 H -2.320 -2.849 -4.178
29 H -0.861 -3.548 -4.806
30 H 0.184 -1.937 -3.937
31 C -2.364 -2.246 0.232
32 O -1.387 -1.877 -0.703
33 H -2.091 -3.184 0.730
34 H -2.401 -1.499 1.005
35 H -3.429 -2.326 -0.082
36 H -1.286 -2.494 -1.441
37 C 0.195 1.763 -4.695
38 O 0.485 1.025 -3.531
39 H 1.105 1.710 -5.338
40 H -0.680 1.393 -5.236
41 H -0.057 2.818 -4.487
42 H -0.345 0.931 -3.027
43 C -1.343 1.561 -0.556
44 O -1.539 0.692 -1.679
45 H -0.641 1.218 0.183
46 H -0.939 2.467 -0.939
47 H -2.335 1.731 -0.096
48 H -1.673 -0.257 -1.428
49 C 2.019 2.235 3.876
50 O 1.448 2.521 2.589
51 H 3.053 1.868 3.769
52 H 2.093 3.193 4.454
53 H 1.381 1.478 4.366
54 H 0.813 3.244 2.682
55 C 0.018 -1.597 2.680
56 O -0.671 -0.343 2.344
57 H 0.411 -1.553 3.683
58 H -0.722 -2.372 2.602
59 H 0.753 -1.813 1.896
60 H 0.000 0.282 2.088
61 C 3.442 -1.189 -3.534
62 O 2.180 -0.980 -4.196
63 H 4.159 -0.398 -3.715
64 H 3.335 -1.260 -2.461
65 H 3.779 -2.149 -3.894
66 H 1.688 -0.189 -3.875

These are the natural (NBO) partial charges, in e, on atoms 1 to 8: number 1, C, carries -0.248; number 2, O, carries -0.756; number 3, H, carries 0.158; number 4, H, carries 0.178; number 5, H, carries 0.163; number 6, H, carries 0.498; number 7, C, carries -0.244; number 8, O, carries -0.752

---

The following is a quantum chemistry calculation of 11 unconnected molecules or ions with the total composition C11H44O11 in a non-equilibrium geometry, from the OMol25 dataset.

Summary:
Relative energy (zero: lowest compared OMol25 entry of this formula, charge and spin)   2.516 eV
2S+1   1
F_max   0.0536 hartree/bohr
LUMO energy   0.6138 eV
Kohn-Sham gap   10.5 eV

CARTESIAN COORDINATES (ANGSTROEM)
1 C 4.607 15.157 13.600
2 O 5.451 14.310 12.850
3 H 3.649 14.795 13.873
4 H 5.011 15.547 14.536
5 H 4.459 16.086 12.982
6 H 4.966 13.802 12.216
7 C 2.090 14.249 10.511
8 O 3.437 13.690 10.643
9 H 1.603 13.855 9.612
10 H 1.531 13.975 11.371
11 H 2.101 15.392 10.367
12 H 3.446 12.827 10.199
13 C 7.577 11.294 9.513
14 O 7.353 10.146 8.685
15 H 8.120 11.981 8.934
16 H 6.696 11.655 10.041
17 H 8.155 10.972 10.365
18 H 7.045 9.400 9.186
19 C 6.441 10.665 13.983
20 O 7.359 9.580 13.721
21 H 5.531 10.501 13.434
22 H 6.235 10.506 15.052
23 H 6.833 11.687 13.919
24 H 7.248 9.345 12.768
25 C 5.256 13.627 7.042
26 O 4.977 12.279 7.459
27 H 5.244 14.304 7.883
28 H 6.226 13.720 6.593
29 H 4.481 13.896 6.227
30 H 5.652 11.918 8.053
31 C 2.171 11.415 6.929
32 O 2.938 10.272 7.318
33 H 1.805 11.217 5.914
34 H 1.338 11.621 7.638
35 H 2.789 12.242 7.024
36 H 3.846 10.350 6.966
37 C 8.090 6.888 16.165
38 O 8.016 7.052 14.719
39 H 7.183 7.345 16.553
40 H 8.051 5.825 16.487
41 H 8.987 7.381 16.530
42 H 7.805 8.031 14.513
43 C 7.111 4.605 13.112
44 O 6.419 5.750 12.614
45 H 6.763 4.162 14.049
46 H 7.197 3.893 12.319
47 H 8.087 4.895 13.419
48 H 6.704 6.389 13.275
49 C 2.277 11.280 14.376
50 O 1.937 10.583 15.552
51 H 2.233 10.704 13.477
52 H 1.681 12.186 14.196
53 H 3.357 11.597 14.416
54 H 1.144 10.087 15.400
55 C 4.098 9.984 10.866
56 O 3.428 10.990 10.010
57 H 5.164 10.112 10.913
58 H 3.698 10.112 11.851
59 H 3.910 8.987 10.538
60 H 3.273 10.678 9.070
61 C 8.838 7.774 10.822
62 O 7.486 8.260 10.841
63 H 8.977 7.283 9.823
64 H 9.522 8.581 10.975
65 H 9.042 7.083 11.634
66 H 6.885 7.652 11.192

These are the natural (NBO) partial charges, in e, on atoms 1 to 8: number 1, C, carries -0.247; number 2, O, carries -0.746; number 3, H, carries 0.164; number 4, H, carries 0.176; number 5, H, carries 0.155; number 6, H, carries 0.495; number 7, C, carries -0.249; number 8, O, carries -0.788

---

The following is a quantum chemistry calculation of 10 unconnected molecules or ions with the total composition C11H45O10P, from the OMol25 dataset.

Summary:
2S+1   1
F_max   0.0153 hartree/bohr
LUMO energy   0.4951 eV
Kohn-Sham gap   10.0 eV

CARTESIAN COORDINATES (ANGSTROEM)
1 C -1.500 -1.722 1.890
2 C -2.310 -0.546 1.369
3 O -3.635 -0.462 1.880
4 P -4.749 -1.744 1.497
5 H -0.446 -1.511 1.756
6 H -1.697 -2.614 1.299
7 H -1.738 -1.955 2.923
8 H -1.807 0.367 1.683
9 H -2.316 -0.510 0.276
10 H -5.713 -0.793 1.128
11 H -4.677 -2.175 2.832
12 H -3.938 -2.241 0.462
13 H -5.717 -2.797 1.235
14 C 2.013 -3.568 1.398
15 O 1.196 -2.808 0.518
16 H 1.632 -3.425 2.407
17 H 1.975 -4.633 1.154
18 H 3.051 -3.226 1.360
19 H 1.543 -2.924 -0.373
20 C 2.596 0.237 -0.708
21 O 3.192 -1.005 -1.085
22 H 2.075 0.084 0.234
23 H 3.359 1.003 -0.583
24 H 1.874 0.564 -1.463
25 H 3.646 -0.857 -1.922
26 C -6.012 0.926 4.831
27 O -5.542 -0.319 4.313
28 H -6.510 0.734 5.776
29 H -5.176 1.610 5.002
30 H -6.725 1.388 4.149
31 H -5.100 -0.131 3.478
32 C 5.890 2.822 -1.359
33 O 4.592 2.626 -1.922
34 H 5.782 3.498 -0.516
35 H 6.310 1.879 -1.003
36 H 6.571 3.269 -2.086
37 H 4.687 2.028 -2.671
38 C 8.725 1.319 0.883
39 O 8.640 2.668 0.434
40 H 7.914 0.766 0.416
41 H 9.675 0.865 0.590
42 H 8.613 1.256 1.968
43 H 9.356 3.160 0.848
44 C -3.892 2.520 -0.644
45 O -3.480 2.378 0.705
46 H -3.864 3.579 -0.890
47 H -3.219 1.986 -1.324
48 H -4.914 2.155 -0.788
49 H -3.505 1.437 0.922
50 C -9.858 2.610 5.627
51 O -8.480 2.861 5.372
52 H -9.937 1.600 6.022
53 H -10.258 3.309 6.366
54 H -10.448 2.677 4.710
55 H -8.403 3.754 5.022
56 C 2.647 0.087 -5.101
57 O 3.697 -0.736 -4.607
58 H 2.507 0.907 -4.399
59 H 2.899 0.502 -6.080
60 H 1.712 -0.473 -5.178
61 H 3.814 -1.462 -5.232
62 C 3.765 -3.412 -7.808
63 O 3.794 -3.330 -6.384
64 H 2.859 -2.917 -8.146
65 H 4.629 -2.910 -8.250
66 H 3.743 -4.453 -8.138
67 H 4.593 -3.772 -6.077

These are the natural (NBO) partial charges, in e, on atoms 1 to 8: number 1, C, carries -0.650; number 2, C, carries -0.086; number 3, O, carries -0.891; number 4, P, carries 0.803; number 5, H, carries 0.240; number 6, H, carries 0.203; number 7, H, carries 0.213; number 8, H, carries 0.196